# 1
Density functional theory data (ωB97M-V/def2-TZVPD) for a structure of composition C40H46BrN6OPRe.

Geometry (Å):
Re  0.042  0.991  -1.289
Br  -4.560  -0.761  -6.890
C  -3.671  -0.216  -5.329
C  -4.404  0.012  -4.155
C  -3.773  0.413  -3.000
C  -2.390  0.584  -2.975
O  -1.828  0.984  -1.828
C  -1.642  0.362  -4.149
C  -0.239  0.577  -4.256
N  0.593  0.822  -3.283
C  1.976  1.106  -3.548
C  2.599  1.017  -4.763
C  3.972  1.319  -4.889
C  4.713  1.684  -3.803
C  4.104  1.757  -2.528
C  4.818  2.060  -1.346
C  4.176  2.046  -0.140
C  2.807  1.747  -0.104
N  2.102  1.503  -1.193
C  2.732  1.483  -2.413
C  -2.316  -0.028  -5.331
H  -5.477  -0.125  -4.164
H  -4.333  0.601  -2.095
H  0.160  0.547  -5.266
H  2.066  0.707  -5.650
H  4.433  1.251  -5.864
H  5.766  1.909  -3.899
H  5.875  2.284  -1.409
H  4.697  2.253  0.784
H  2.274  1.700  0.838
H  -1.748  -0.181  -6.239
C  -0.887  -4.628  -0.609
C  -0.985  -3.108  -0.424
C  -1.807  -2.837  0.846
C  -1.792  -2.511  -1.590
P  0.683  -2.243  -0.310
N  0.484  -0.683  -0.614
C  1.423  -2.372  1.412
C  1.320  -3.766  2.041
C  2.908  -1.983  1.352
C  0.765  -1.336  2.338
C  1.851  -2.957  -1.598
C  1.104  -3.025  -2.940
C  3.040  -2.012  -1.821
C  2.393  -4.351  -1.259
H  -1.900  -5.034  -0.568
H  -0.313  -5.120  0.173
H  -0.474  -4.909  -1.574
H  -2.809  -3.233  0.681
H  -1.904  -1.773  1.051
H  -1.411  -3.328  1.728
H  -2.839  -2.789  -1.455
H  -1.484  -2.886  -2.561
H  -1.741  -1.423  -1.599
H  1.767  -4.545  1.427
H  0.299  -4.053  2.273
H  1.867  -3.749  2.986
H  3.527  -2.742  0.883
H  3.263  -1.869  2.377
H  3.061  -1.032  0.839
H  -0.271  -1.551  2.572
H  0.826  -0.333  1.915
H  1.316  -1.338  3.280
H  0.630  -2.074  -3.192
H  0.353  -3.809  -2.969
H  1.835  -3.252  -3.718
H  2.705  -0.993  -1.979
H  3.562  -2.337  -2.723
H  3.761  -2.022  -1.010
H  1.614  -5.082  -1.061
H  3.077  -4.336  -0.414
H  2.959  -4.709  -2.121
N  -1.850  4.699  4.699
C  -2.586  4.817  5.859
C  -2.690  5.839  6.804
C  -3.543  5.604  7.857
C  -4.273  4.401  7.977
C  -4.167  3.401  7.043
C  -3.305  3.619  5.960
N  -3.019  2.803  4.888
C  -2.157  3.473  4.168
C  -1.602  2.944  2.933
C  -0.607  3.582  2.190
C  -0.144  2.997  1.034
N  -0.598  1.813  0.584
C  -1.575  1.206  1.288
C  -2.089  1.728  2.446
H  -1.265  5.412  4.300
H  -2.136  6.763  6.719
H  -3.661  6.364  8.617
H  -4.928  4.273  8.827
H  -4.723  2.479  7.127
H  -0.184  4.529  2.492
H  0.614  3.487  0.435
H  -1.944  0.280  0.874
H  -2.870  1.214  2.988

Output
Expectation value of S²: 3.7694
Kohn-Sham gap (alpha / beta) in eV: 6.01 / 6.04
Charge: +2
Multiplicity: 4

These are the Löwdin partial charges, in e, on atoms 1 to 6: 1.612 0.820 -0.683 -0.065 0.017 -0.322

***

# 2
Density functional theory data (ωB97M-V/def2-TZVPD) for a structure of composition C3H12BrCoN6O3 at a distorted geometry.

Geometry (Å):
Co  -3.298  0.601  1.196
Br  -0.851  0.397  0.286
C  -1.627  0.549  4.009
O  -2.467  0.714  3.146
N  -1.863  0.043  5.219
N  -0.372  0.680  3.804
H  -2.793  -0.219  5.512
H  -1.019  -0.066  5.764
H  -0.139  0.792  2.827
H  0.291  0.428  4.523
C  -0.490  -0.887  -3.622
O  -0.302  -1.088  -4.789
N  -1.104  0.210  -3.209
N  -0.125  -1.637  -2.626
H  -1.325  0.972  -3.834
H  -1.152  0.218  -2.201
H  -0.024  -1.315  -1.674
H  0.131  -2.599  -2.794
C  2.618  0.251  -1.796
O  3.475  0.205  -2.580
N  1.936  1.295  -1.644
N  2.403  -0.789  -1.045
H  2.152  2.158  -2.123
H  1.334  1.310  -0.833
H  1.599  -0.629  -0.456
H  3.013  -1.595  -1.057

Output
Expectation value of S²: 6.0101
Kohn-Sham gap (alpha / beta) in eV: 4.82 / 3.42
Charge: +2
Multiplicity: 5

These are the Löwdin partial charges, in e, on atoms 1 to 6: 1.047 0.246 -0.705 -0.085 0.219 0.213

***

# 3
Density functional theory data (ωB97M-V/def2-TZVPD) for a structure of composition C34H36IrN2P at a distorted geometry.

Geometry (Å):
Ir  1.163  0.678  0.679
N  3.677  0.912  0.416
C  4.299  -0.384  0.388
C  5.650  -0.532  0.040
C  6.223  -1.785  -0.008
C  5.465  -2.908  0.299
C  4.109  -2.792  0.665
C  3.309  -3.896  0.994
C  1.974  -3.674  1.358
C  1.482  -2.395  1.384
N  2.201  -1.296  1.057
C  3.506  -1.494  0.708
H  4.109  1.508  1.117
H  3.774  1.376  -0.484
H  6.234  0.353  -0.194
H  7.267  -1.896  -0.289
H  5.920  -3.892  0.264
H  3.724  -4.896  0.977
H  1.332  -4.508  1.618
H  0.459  -2.205  1.674
C  2.501  4.238  0.899
P  1.209  2.984  0.306
C  -0.277  4.019  0.751
C  1.296  3.288  -1.470
C  0.132  3.020  -2.245
C  0.171  2.995  -3.608
C  1.388  3.164  -4.300
C  2.565  3.296  -3.549
C  2.531  3.336  -2.183
H  3.507  3.865  0.711
H  2.388  4.373  1.976
H  2.385  5.200  0.397
H  -0.356  4.884  0.090
H  -0.185  4.349  1.786
H  -1.171  3.405  0.669
H  -0.801  2.849  -1.724
H  -0.739  2.828  -4.178
H  1.419  3.142  -5.383
H  3.518  3.362  -4.069
H  3.459  3.441  -1.630
C  -0.839  0.000  0.305
C  -2.009  0.481  1.004
C  -2.117  0.425  2.410
C  -3.218  0.920  3.069
C  -4.244  1.545  2.366
C  -4.140  1.650  0.984
C  -3.058  1.123  0.317
H  -1.312  -0.042  2.965
H  -3.298  0.826  4.147
H  -5.108  1.940  2.887
H  -4.935  2.134  0.427
H  -3.004  1.201  -0.761
C  -1.285  -3.322  -1.251
C  -1.952  -1.944  -1.037
C  -2.466  -1.416  -2.386
C  -0.840  -0.986  -0.594
C  -3.050  -2.135  -0.018
C  -4.402  -2.091  -0.316
C  -5.366  -2.335  0.648
C  -4.984  -2.639  1.959
C  -3.638  -2.715  2.266
C  -2.684  -2.474  1.300
H  -0.638  -3.300  -2.127
H  -2.031  -4.109  -1.389
H  -0.673  -3.578  -0.388
H  -1.617  -1.177  -3.026
H  -3.033  -0.502  -2.234
H  -3.093  -2.140  -2.911
H  0.071  -1.212  -1.144
H  -4.735  -1.865  -1.319
H  -6.419  -2.284  0.392
H  -5.736  -2.817  2.719
H  -3.330  -2.955  3.278
H  -1.637  -2.527  1.547

Output
Relative energy (zero: lowest compared OMol25 entry of this formula, charge and spin) in kcal/mol: 20.3
Kohn-Sham gap (alpha / beta) in eV: 1.98 / 2.17
Charge: -2

These are the Löwdin partial charges, in e, on atoms 1 to 6: 0.524 -0.007 -0.309 -0.146 -0.194 -0.123

***

# 4
Density functional theory data (ωB97M-V/def2-TZVPD) for an isolated molecule of C4H8O2 at a distorted geometry.

Geometry (Å):
C  0.031  -1.065  0.600
C  -1.123  -0.066  0.640
O  -0.612  1.257  0.724
C  0.239  1.539  -0.348
O  1.355  0.680  -0.423
C  0.934  -0.657  -0.556
H  0.550  -1.047  1.568
H  -0.333  -2.082  0.428
H  -1.738  -0.170  -0.271
H  -1.769  -0.208  1.510
H  0.619  2.552  -0.197
H  -0.320  1.469  -1.300
H  1.755  -1.320  -0.809
H  0.414  -0.882  -1.566

Output
Relative energy (zero: lowest compared OMol25 entry of this formula, charge and spin) in kcal/mol: 34.7
Kohn-Sham gap in eV: 11.27
Charge: 0
SMILES: C1COCOC1

These are the Löwdin partial charges, in e, on atoms 1 to 6: -0.147 -0.208 -0.098 -0.244 -0.089 -0.237

***

# 5
Density functional theory data (ωB97M-V/def2-TZVPD) for an isolated molecule of C9H12S at a distorted geometry.

Geometry (Å):
C  -0.690  -0.137  1.740
C  -1.114  -1.689  0.038
C  1.184  1.585  -0.283
C  -0.652  0.460  0.555
C  -0.933  -0.480  -0.513
C  -0.778  -1.286  -3.059
C  -0.953  -1.604  1.505
C  -0.142  1.806  0.228
C  2.230  1.155  0.687
S  -1.099  0.121  -2.195
H  -0.449  0.200  2.732
H  -1.545  -2.574  -0.457
H  1.431  1.932  -1.352
H  -0.971  -1.256  -4.151
H  0.084  -1.821  -2.798
H  0.095  -2.062  1.817
H  -1.846  -2.082  1.984
H  -0.175  2.466  1.179
H  -0.910  2.033  -0.570
H  1.620  0.802  1.529
H  2.894  0.382  0.311
H  2.717  2.049  1.072

Output
Relative energy (zero: lowest compared OMol25 entry of this formula, charge and spin) in kcal/mol: 67.8
Kohn-Sham gap (alpha / beta) in eV: 7.81 / 7.45
Charge: 0

These are the Löwdin partial charges, in e, on atoms 1 to 6: -0.063 -0.107 -0.171 -0.342 -0.465 -0.392

***

Number 1: molar mass 923.9 g mol⁻¹. Number 2: molar mass 319.0 g mol⁻¹. Number 3: molar mass 695.9 g mol⁻¹. Number 4: molar mass 88.1 g mol⁻¹. Number 5: molar mass 152.3 g mol⁻¹.